Entry 1:
Entry from the OMol25 dataset: C37H24BrClIN4O6Ti as an isolated structure (the ωB97M-V functional and the def2-TZVPD basis).

Atoms and positions in Å:
Ti  -0.552  1.181  0.091
O  0.760  2.090  6.907
C  0.777  3.025  6.087
O  1.090  4.223  6.217
C  0.321  2.634  4.657
C  -0.098  1.345  4.374
C  -0.515  1.036  3.086
N  -0.486  1.948  2.101
C  -0.147  3.213  2.377
C  0.266  3.587  3.642
C  -0.346  4.124  1.238
C  -0.017  5.467  1.289
C  -0.326  6.269  0.200
C  -0.974  5.722  -0.885
C  -1.271  4.359  -0.859
N  -0.929  3.556  0.150
C  -1.160  -0.203  2.666
C  -1.250  -1.343  3.462
C  -2.022  -2.404  3.040
C  -2.719  -2.289  1.831
C  -2.537  -1.158  1.073
N  -1.730  -0.144  1.434
H  -0.112  0.630  5.186
H  0.536  4.601  3.906
H  0.466  5.872  2.165
H  -0.076  7.322  0.211
H  -1.267  6.302  -1.747
H  -2.048  2.898  -1.820
H  -0.722  -1.372  4.405
H  -2.105  -3.299  3.642
H  -3.371  -3.074  1.475
H  -3.034  -1.046  0.119
O  -1.960  3.870  -1.889
Cl  -0.607  0.995  -2.766
O  -0.901  1.664  -4.016
O  -1.834  1.110  -1.850
O  0.400  1.752  -1.983
C  3.729  2.144  1.181
C  4.276  0.886  1.414
C  3.510  -0.240  1.188
C  2.189  -0.112  0.730
C  1.598  1.142  0.534
C  2.416  2.257  0.753
C  1.394  -1.295  0.367
C  1.839  -2.601  0.718
C  1.164  -3.693  0.296
C  0.020  -3.526  -0.516
C  -0.699  -4.629  -1.023
C  -1.796  -4.442  -1.815
C  -2.209  -3.131  -2.118
C  -1.537  -2.048  -1.621
C  -0.393  -2.206  -0.803
N  0.272  -1.099  -0.320
H  4.327  3.032  1.347
H  5.296  0.787  1.766
H  3.963  -1.209  1.351
H  2.019  3.256  0.593
H  2.711  -2.712  1.342
H  1.487  -4.693  0.564
H  -0.352  -5.626  -0.780
H  -2.340  -5.288  -2.213
H  -3.075  -2.975  -2.750
H  -1.895  -1.054  -1.833
Br  2.331  -4.665  -3.166
C  1.060  -3.647  -4.130
C  0.052  -4.340  -4.786
C  -0.894  -3.654  -5.527
C  -0.829  -2.271  -5.617
C  0.176  -1.581  -4.961
C  1.125  -2.260  -4.202
I  2.565  -1.126  -3.210
H  0.017  -5.418  -4.705
H  -1.680  -4.201  -6.031
H  -1.560  -1.721  -6.194
H  0.224  -0.504  -5.039

Its multiplicity is 3. As for the total charge: -1. The LUMO energy (alpha / beta) comes out at 1.78 / 1.64 eV. Its energy above the lowest of the compared OMol25 structures with the same formula, charge and spin is 0.00 kJ/mol.

Mulliken population analysis, charges in e, atoms 1 to 2: -0.3414 -0.7465

Entry 2:
Entry from the OMol25 dataset: C37H24BrF3N5OPdS2 as an isolated structure in a non-equilibrium geometry (the ωB97M-V functional and the def2-TZVPD basis).

Atoms and positions in Å:
Pd  -0.766  -0.278  -0.353
F  -5.995  0.403  -0.039
C  -5.648  -0.151  1.134
F  -5.297  0.846  1.960
F  -6.719  -0.760  1.641
C  -4.506  -1.118  0.950
C  -4.650  -2.466  1.202
C  -3.565  -3.325  1.026
C  -2.369  -2.797  0.613
N  -2.251  -1.481  0.370
C  -3.266  -0.661  0.517
S  -2.796  0.953  0.065
H  -5.608  -2.846  1.531
H  -3.652  -4.386  1.211
H  -1.489  -3.402  0.473
N  1.378  3.646  -9.664
C  1.140  3.214  -8.625
C  0.846  2.671  -7.314
C  -0.453  2.714  -6.818
C  -0.732  2.167  -5.576
C  0.283  1.597  -4.816
C  1.583  1.575  -5.309
C  1.865  2.098  -6.560
C  -0.025  1.002  -3.486
C  0.551  1.595  -2.371
C  1.319  2.772  -2.367
C  1.655  3.046  -1.056
C  1.085  2.035  -0.276
N  0.445  1.155  -1.038
C  -0.869  -0.098  -3.459
C  -1.385  -0.799  -4.570
C  -2.118  -1.853  -4.074
C  -2.027  -1.773  -2.675
N  -1.287  -0.742  -2.295
H  -1.235  3.179  -7.402
H  -1.743  2.195  -5.187
H  2.376  1.132  -4.719
H  2.872  2.069  -6.955
H  1.572  3.342  -3.249
H  2.236  3.874  -0.681
H  1.115  1.917  0.793
H  -1.210  -0.541  -5.604
H  -2.657  -2.604  -4.633
H  -2.480  -2.440  -1.958
C  3.912  0.180  8.989
C  2.431  0.039  8.769
O  1.795  -0.963  8.894
S  1.629  1.643  8.281
C  1.033  1.242  6.652
C  0.396  0.047  6.335
C  0.019  -0.211  5.024
C  0.264  0.715  4.014
C  0.843  1.937  4.351
C  1.216  2.201  5.659
C  -0.062  0.408  2.641
C  -0.331  0.153  1.499
H  4.319  -0.726  9.433
H  4.114  1.046  9.621
H  4.385  0.365  8.023
H  0.179  -0.675  7.111
H  -0.476  -1.143  4.778
H  1.016  2.675  3.577
H  1.666  3.152  5.918
Br  0.789  -3.044  1.910
C  1.613  -2.700  0.251
C  2.718  -3.470  -0.079
C  3.346  -3.230  -1.286
C  2.856  -2.234  -2.115
C  1.749  -1.525  -1.707
N  1.123  -1.751  -0.537
H  3.065  -4.232  0.601
H  4.204  -3.823  -1.579
H  3.325  -2.009  -3.063
H  1.339  -0.742  -2.321

As for the total charge: +1. The LUMO energy comes out at -5.32 eV. Its energy above the lowest of the compared OMol25 structures with the same formula, charge and spin is 140.60 kJ/mol.

Mulliken population analysis, charges in e, atoms 1 to 2: -0.5084 -0.2106

Entry 3:
Entry from the OMol25 dataset: C37H26N3O7P2ReSe2Te3 as an isolated structure in a non-equilibrium geometry (the ωB97M-V functional and the def2-TZVPD basis).

Atoms and positions in Å:
Re  -0.026  0.275  -0.275
Se  1.538  1.120  1.318
Te  0.298  2.053  3.363
Te  -1.845  0.454  3.091
Se  -2.348  0.880  0.739
O  -1.718  -2.521  2.050
C  -1.141  -2.264  0.996
O  -0.106  -1.482  0.920
C  -1.613  -2.896  -0.273
C  -2.089  -4.179  -0.203
C  -2.569  -4.813  -1.343
C  -2.585  -4.160  -2.550
C  -2.132  -2.864  -2.635
C  -1.629  -2.147  -1.494
O  -1.194  -0.942  -1.571
N  -2.179  -2.284  -3.988
O  -2.216  -3.062  -4.936
O  -2.120  -1.080  -4.120
N  -3.091  -6.179  -1.257
O  -3.025  -6.750  -0.180
O  -3.580  -6.681  -2.258
H  -2.087  -4.699  0.745
H  -2.952  -4.655  -3.433
Te  2.365  2.896  -3.915
C  1.897  2.269  -5.879
C  2.750  2.532  -6.946
C  2.387  2.104  -8.214
N  1.256  1.446  -8.484
C  0.445  1.205  -7.446
C  0.714  1.593  -6.140
C  1.134  1.518  -2.920
P  1.707  0.129  -1.942
C  3.542  0.161  -1.892
C  4.280  0.615  -0.803
C  5.658  0.791  -0.905
C  6.311  0.517  -2.095
C  5.587  0.062  -3.190
C  4.213  -0.110  -3.091
C  1.418  -1.467  -2.787
C  0.930  -1.565  -4.083
C  0.624  -2.810  -4.625
C  0.791  -3.959  -3.867
C  1.267  -3.869  -2.562
C  1.580  -2.627  -2.023
P  -0.019  2.183  -1.751
C  -1.497  2.708  -2.689
C  -1.467  3.892  -3.430
C  -2.490  4.187  -4.321
C  -3.552  3.305  -4.477
C  -3.595  2.133  -3.736
C  -2.568  1.832  -2.845
C  0.413  3.738  -0.880
C  -0.623  4.415  -0.232
C  -0.352  5.503  0.588
C  0.958  5.923  0.775
C  1.995  5.239  0.154
C  1.722  4.146  -0.659
H  3.692  3.054  -6.793
H  3.042  2.292  -9.060
H  -0.475  0.672  -7.672
H  0.016  1.373  -5.335
H  3.784  0.831  0.130
H  6.219  1.149  -0.048
H  7.385  0.656  -2.171
H  6.091  -0.147  -4.126
H  3.652  -0.457  -3.950
H  0.760  -0.658  -4.655
H  0.227  -2.878  -5.631
H  0.530  -4.926  -4.283
H  1.374  -4.764  -1.959
H  1.917  -2.549  -0.998
H  -0.640  4.580  -3.306
H  -2.455  5.100  -4.902
H  -4.346  3.530  -5.182
H  -4.414  1.435  -3.866
H  -2.582  0.902  -2.297
H  -1.641  4.073  -0.355
H  -1.163  6.010  1.098
H  1.172  6.777  1.409
H  3.025  5.543  0.320
H  2.546  3.591  -1.094

Its multiplicity is 4. As for the total charge: -1. The LUMO energy (alpha / beta) comes out at 1.48 / -0.40 eV. Its energy above the lowest of the compared OMol25 structures with the same formula, charge and spin is 28.88 kJ/mol.

Mulliken population analysis, charges in e, atoms 1 to 2: -0.1403 -0.1362